{"formula": "C3H12N4", "method": "wB97M-V/def2-TZVPD", "lumo_ev": -10.4, "total_charge": 2, "elements": ["C", "C", "C", "N", "N", "N", "N", "H", "H", "H", "H", "H", "H", "H", "H", "H", "H", "H", "H"], "positions_angstrom": [[-0.299, -0.905, 0.566], [-1.014, 0.519, -2.154], [-0.518, 0.917, 2.105], [0.102, -0.030, -1.537], [0.217, -0.151, 1.476], [0.923, -0.639, -2.236], [1.486, -0.238, 1.857], [-1.361, -0.849, 0.395], [0.228, -1.788, 0.240], [-1.938, 0.135, -1.708], [-1.036, 1.587, -1.884], [-1.054, 0.396, -3.242], [-1.503, 1.040, 1.662], [-0.654, 0.694, 3.167], [0.031, 1.858, 2.036], [0.806, -0.795, -3.253], [1.791, -0.987, -1.819], [1.793, 0.330, 2.636], [2.000, -1.095, 1.692]]}

***

{"formula": "C3H12N4", "method": "wB97M-V/def2-TZVPD", "lumo_ev": [-8.1, -12.3], "s_squared": 2.01, "total_charge": 2, "spin_multiplicity": 3, "elements": ["C", "C", "C", "N", "N", "N", "N", "H", "H", "H", "H", "H", "H", "H", "H", "H", "H", "H", "H"], "positions_angstrom": [[-0.334, -0.397, 0.028], [0.490, -1.628, -0.356], [-0.608, 0.056, 1.398], [1.212, 0.993, -0.250], [-1.056, 0.055, -0.985], [2.182, 1.022, 0.507], [-2.215, 0.751, -1.081], [1.426, -1.589, 0.271], [0.552, -1.813, -1.366], [-0.211, -2.392, -0.230], [-1.431, -0.641, 1.777], [-0.856, 1.053, 1.575], [0.305, -0.104, 2.165], [1.568, 0.737, -1.226], [-0.745, -0.175, -1.917], [3.038, 0.585, 0.398], [2.043, 1.632, 1.363], [-2.885, 0.640, -1.831], [-2.474, 1.217, -0.240]]}

***

{"formula": "C3H12N4O", "method": "wB97M-V/def2-TZVPD", "lumo_ev": [0.7, 0.6], "total_charge": 0, "elements": ["C", "C", "N", "O", "H", "H", "H", "H", "H", "H", "H", "N", "N", "C", "N", "H", "H", "H", "H", "H"], "positions_angstrom": [[1.171, -0.728, 0.176], [1.366, -0.761, -1.303], [0.150, 1.231, 0.742], [2.231, -0.334, 0.935], [2.835, 0.231, 0.434], [0.726, -1.591, 0.647], [0.098, 1.275, 1.757], [0.628, 2.071, 0.417], [2.352, -1.183, -1.538], [1.281, 0.241, -1.729], [0.589, -1.376, -1.752], [-1.658, -1.111, 1.359], [-1.230, 1.376, -1.189], [-1.150, 0.824, 0.152], [-1.207, -0.592, 0.110], [-0.917, -1.235, 2.059], [-2.062, -2.029, 1.213], [-2.155, 1.750, -1.368], [-1.114, 0.668, -1.905], [-1.936, 1.271, 0.781]]}

***

{"formula": "C3H12N4O", "method": "wB97M-V/def2-TZVPD", "lumo_ev": 0.6, "smiles": "[H]/N=N/[C@H](N)OC.CN", "total_charge": 0, "elements": ["H", "N", "N", "C", "N", "O", "C", "H", "H", "H", "H", "H", "H", "C", "N", "H", "H", "H", "H", "H"], "positions_angstrom": [[0.074, 0.157, -3.067], [0.076, 0.586, -2.133], [1.183, 0.403, -1.609], [1.288, 0.943, -0.265], [2.614, 1.448, -0.126], [0.974, -0.145, 0.598], [0.478, 0.225, 1.869], [0.567, 1.768, -0.115], [2.735, 1.916, 0.768], [3.290, 0.688, -0.216], [1.032, 1.060, 2.305], [0.608, -0.648, 2.507], [-0.590, 0.487, 1.814], [-1.952, -1.833, -0.248], [-2.319, -0.426, -0.121], [-2.833, -2.440, -0.099], [-1.233, -2.058, 0.508], [-1.512, -2.094, -1.222], [-2.991, -0.199, -0.863], [-1.490, 0.160, -0.285]]}

***

Taking the records one at a time from the top gives energy relative to the best compared isomer or geometry (same formula, charge and spin) values of 4.790, 3.299, 5.421, 2.945 eV.